{
  "formula": "C41H84F8O17S",
  "method": "the ωB97M-V functional and the def2-TZVPD basis",
  "smiles": "CC[C@H](C)[C@@]1(S)[C@H](CCOCC(F)(F)C(F)(F)C(F)(F)C(F)F)O[C@@H](CC=O)[C@@H]1CC[C@H](C)CCC=C(C)C.OCCO.OCCO.OCCO.OCCO.OCCO.OCCO.OCCO",
  "energy_ev": -111255.7583,
  "total_charge": 0,
  "elements": ["C", "C", "C", "C", "C", "S", "C", "C", "C", "O", "C", "C", "F", "F", "C", "F", "F", "C", "F", "F", "C", "F", "F", "O", "C", "C", "C", "O", "C", "C", "C", "C", "C", "C", "C", "C", "C", "C", "C", "H", "H", "H", "H", "H", "H", "H", "H", "H", "H", "H", "H", "H", "H", "H", "H", "H", "H", "H", "H", "H", "H", "H", "H", "H", "H", "H", "H", "H", "H", "H", "H", "H", "H", "H", "H", "H", "H", "H", "H", "H", "H", "O", "C", "C", "O", "H", "H", "H", "H", "H", "H", "O", "C", "C", "O", "H", "H", "H", "H", "H", "H", "O", "C", "C", "O", "H", "H", "H", "H", "H", "H", "O", "C", "C", "O", "H", "H", "H", "H", "H", "H", "O", "C", "C", "O", "H", "H", "H", "H", "H", "H", "O", "C", "C", "O", "H", "H", "H", "H", "H", "H", "O", "C", "C", "O", "H", "H", "H", "H", "H", "H"],
  "positions_angstrom": [[0.08, -2.17, 4.22], [-0.16, -1.37, 2.91], [1.12, -0.83, 2.25], [2.13, -0.21, 3.24], [0.76, 0.26, 1.18], [2.32, 0.97, 0.49], [-0.20, -0.36, 0.12], [0.19, -0.44, -1.39], [-0.39, 0.69, -2.27], [-0.07, 2.01, -1.85], [1.16, 2.47, -2.34], [0.99, 3.57, -3.42], [-0.25, 4.02, -3.53], [1.31, 3.01, -4.63], [2.03, 4.69, -3.20], [2.11, 5.45, -4.30], [3.22, 4.09, -3.07], [1.75, 5.63, -1.98], [1.54, 6.86, -2.44], [0.65, 5.29, -1.30], [2.92, 5.74, -0.98], [2.52, 6.57, -0.01], [3.21, 4.57, -0.41], [-1.48, 0.28, 0.14], [-1.49, 1.39, 1.02], [-2.74, 1.54, 1.89], [-3.21, 0.26, 2.55], [-3.95, -0.49, 2.03], [-0.11, 1.45, 1.72], [0.34, 2.92, 1.50], [1.35, 3.49, 2.51], [0.78, 3.67, 3.93], [0.01, 5.01, 4.07], [1.99, 3.69, 4.94], [2.09, 2.36, 5.72], [3.46, 1.74, 5.77], [4.58, 2.20, 5.19], [5.40, 1.27, 4.32], [5.12, 3.60, 5.35], [-0.09, -1.48, 5.06], [-0.64, -2.98, 4.36], [1.10, -2.51, 4.33], [-0.61, -2.07, 2.20], [-0.92, -0.61, 3.10], [1.61, -1.64, 1.70], [3.13, -0.39, 2.85], [2.02, 0.87, 3.32], [2.11, -0.65, 4.24], [2.92, -0.11, -0.05], [-0.48, -1.40, 0.34], [-0.25, -1.36, -1.78], [1.26, -0.53, -1.58], [0.05, 0.56, -3.27], [-1.46, 0.56, -2.41], [1.69, 2.92, -1.50], [1.80, 1.67, -2.69], [3.84, 6.15, -1.42], [-1.58, 2.23, 0.32], [-3.57, 1.89, 1.27], [-2.58, 2.29, 2.68], [-2.87, 0.00, 3.58], [-0.26, 1.31, 2.80], [-0.56, 3.54, 1.63], [0.65, 3.10, 0.47], [1.65, 4.47, 2.11], [2.27, 2.91, 2.58], [0.11, 2.86, 4.23], [0.58, 5.77, 4.60], [-0.29, 5.44, 3.10], [-0.91, 4.84, 4.64], [2.87, 3.92, 4.34], [1.87, 4.50, 5.65], [1.43, 1.62, 5.26], [1.67, 2.53, 6.72], [3.54, 0.78, 6.32], [6.46, 1.53, 4.33], [5.33, 0.27, 4.75], [5.02, 1.27, 3.30], [6.10, 3.53, 5.83], [5.22, 4.07, 4.37], [4.47, 4.18, 6.00], [-6.11, -1.03, -1.08], [-5.19, -2.01, -1.55], [-5.19, -3.19, -0.60], [-6.49, -3.74, -0.49], [-5.74, -0.64, -0.28], [-5.54, -2.32, -2.54], [-4.20, -1.57, -1.64], [-4.51, -3.97, -0.95], [-4.87, -2.87, 0.40], [-7.10, -2.99, -0.51], [-6.47, -6.41, -4.75], [-6.03, -5.19, -4.13], [-4.61, -5.36, -3.64], [-3.75, -5.71, -4.72], [-6.58, -7.06, -4.05], [-6.08, -4.42, -4.90], [-6.70, -4.93, -3.31], [-4.24, -4.43, -3.20], [-4.55, -6.16, -2.89], [-4.26, -6.31, -5.28], [4.83, -1.07, 6.68], [5.68, -2.16, 6.31], [5.57, -3.26, 7.35], [4.22, -3.68, 7.45], [5.22, -0.65, 7.45], [5.33, -2.52, 5.34], [6.71, -1.80, 6.21], [6.18, -4.12, 7.08], [5.89, -2.89, 8.33], [3.68, -2.87, 7.36], [-0.59, 3.06, -6.64], [-1.70, 3.89, -6.97], [-1.30, 4.88, -8.04], [-0.82, 4.20, -9.19], [0.05, 3.60, -6.16], [-2.48, 3.22, -7.35], [-2.07, 4.39, -6.07], [-2.14, 5.51, -8.34], [-0.49, 5.53, -7.67], [-0.32, 3.44, -8.86], [2.29, -5.31, 5.08], [1.07, -6.06, 5.06], [0.56, -6.24, 6.47], [0.36, -4.97, 7.08], [2.97, -5.86, 5.46], [0.36, -5.48, 4.47], [1.24, -7.02, 4.57], [-0.38, -6.78, 6.48], [1.30, -6.79, 7.07], [1.09, -4.41, 6.78], [-3.69, 1.27, -10.87], [-3.18, 0.58, -9.73], [-4.24, 0.51, -8.65], [-5.40, -0.14, -9.15], [-3.78, 2.20, -10.64], [-2.91, -0.43, -10.07], [-2.28, 1.08, -9.37], [-3.88, -0.05, -7.79], [-4.53, 1.52, -8.34], [-5.50, 0.15, -10.07], [-1.29, -4.06, -3.93], [-0.07, -4.80, -3.82], [0.69, -4.72, -5.13], [0.95, -3.36, -5.46], [-1.88, -4.55, -4.52], [0.51, -4.35, -3.02], [-0.30, -5.84, -3.56], [1.64, -5.25, -5.07], [0.09, -5.15, -5.95], [0.17, -2.87, -5.19]]
}

{
  "formula": "C15H15N3OS",
  "method": "the ωB97M-V functional and the def2-TZVPD basis",
  "smiles": "Cc1ccc2nc(C)c(C(=O)NCc3cccs3)n2c1",
  "total_charge": 0,
  "e_above_lowest_kcal_mol": 67.9,
  "elements": ["C", "C", "C", "C", "C", "N", "C", "C", "C", "C", "O", "N", "C", "C", "C", "C", "C", "S", "N", "C", "H", "H", "H", "H", "H", "H", "H", "H", "H", "H", "H", "H", "H", "H", "H"],
  "positions_angstrom": [[2.51, -2.29, 0.67], [1.57, -1.95, -0.49], [1.92, -2.37, -1.81], [1.01, -2.15, -2.87], [-0.29, -1.40, -2.53], [-1.32, -1.13, -3.36], [-2.20, -0.52, -2.56], [-3.56, -0.07, -2.96], [-1.63, -0.33, -1.33], [-2.14, 0.30, -0.10], [-3.11, -0.18, 0.46], [-1.30, 1.24, 0.46], [-1.26, 1.62, 1.81], [0.12, 2.07, 2.14], [0.78, 1.94, 3.38], [2.15, 2.50, 3.45], [2.40, 3.11, 2.27], [1.14, 2.99, 1.02], [-0.40, -0.86, -1.32], [0.51, -1.10, -0.28], [1.76, -2.36, 1.56], [2.93, -3.31, 0.59], [3.25, -1.50, 0.86], [2.79, -3.05, -1.84], [1.09, -2.54, -3.84], [-3.94, 0.92, -2.60], [-4.24, -0.89, -2.63], [-3.61, -0.21, -3.98], [-0.41, 1.23, -0.03], [-1.89, 2.53, 1.85], [-1.60, 0.85, 2.61], [0.29, 1.55, 4.30], [2.90, 2.35, 4.24], [3.35, 3.63, 2.20], [0.43, -0.63, 0.66]]
}

{
  "formula": "C6H7O2S",
  "method": "the ωB97M-V functional and the def2-TZVPD basis",
  "total_charge": -1,
  "e_above_lowest_kcal_mol": 69.8,
  "elements": ["C", "C", "C", "C", "C", "C", "O", "O", "S", "H", "H", "H", "H", "H", "H", "H"],
  "positions_angstrom": [[-2.28, -1.66, -0.09], [-1.20, -0.83, 0.07], [1.36, -0.45, -0.06], [-1.40, 0.72, 0.34], [-2.77, 1.08, -0.06], [2.40, -1.57, 0.05], [1.54, 0.76, -0.14], [0.20, -1.19, -0.04], [-3.69, -0.55, -0.11], [-1.27, 0.86, 1.47], [-0.59, 1.17, -0.18], [-3.34, 1.72, 0.62], [-2.75, 1.47, -1.19], [2.91, -1.44, 1.13], [3.17, -1.51, -0.79], [1.88, -2.45, -0.01]]
}

{
  "formula": "C5H9NO",
  "method": "the ωB97M-V functional and the def2-TZVPD basis",
  "total_charge": 0,
  "e_above_lowest_kcal_mol": 82.4,
  "elements": ["C", "C", "C", "C", "N", "C", "O", "H", "H", "H", "H", "H", "H", "H", "H", "H"],
  "positions_angstrom": [[-0.89, -1.14, -0.37], [-0.08, -0.15, 0.43], [0.05, -0.55, 1.90], [1.07, 0.45, -1.55], [0.19, 1.43, -1.23], [-0.12, 1.29, 0.19], [-0.20, 2.19, 1.00], [-1.84, -1.40, 0.11], [-0.30, -2.05, -0.46], [-1.08, -0.76, -1.38], [0.47, -1.55, 2.04], [-0.95, -0.59, 2.36], [0.62, 0.15, 2.50], [2.02, 0.36, -1.03], [1.10, 0.14, -2.61], [-0.05, 2.18, -1.90]]
}

{
  "formula": "CH56O27",
  "method": "the ωB97M-V functional and the def2-TZVPD basis",
  "energy_ev": -57229.3927,
  "total_charge": 0,
  "elements": ["C", "O", "H", "H", "H", "H", "O", "H", "H", "O", "H", "H", "O", "H", "H", "O", "H", "H", "O", "H", "H", "O", "H", "H", "O", "H", "H", "O", "H", "H", "O", "H", "H", "O", "H", "H", "O", "H", "H", "O", "H", "H", "O", "H", "H", "O", "H", "H", "O", "H", "H", "O", "H", "H", "O", "H", "H", "O", "H", "H", "O", "H", "H", "O", "H", "H", "O", "H", "H", "O", "H", "H", "O", "H", "H", "O", "H", "H", "O", "H", "H", "O", "H", "H"],
  "positions_angstrom": [[1.53, 2.57, -2.27], [1.30, 2.46, -3.66], [2.55, 2.87, -2.02], [0.89, 3.40, -1.96], [1.23, 1.64, -1.79], [1.54, 3.25, -4.15], [-2.03, -0.93, -4.76], [-2.58, -0.92, -3.97], [-1.93, -0.01, -4.99], [0.28, -1.20, 4.93], [0.51, -0.70, 5.71], [-0.64, -1.44, 5.07], [1.87, -4.37, -0.79], [0.99, -4.73, -0.75], [1.78, -3.56, -1.28], [3.80, -0.26, -2.92], [3.16, -0.66, -2.33], [3.84, -0.84, -3.67], [-0.58, 5.64, 0.43], [-0.89, 4.79, 0.10], [0.37, 5.61, 0.30], [1.67, -1.98, -2.02], [1.93, -2.35, -2.87], [0.85, -1.52, -2.21], [-2.31, -4.72, -0.96], [-2.28, -4.35, -0.08], [-2.84, -5.52, -0.87], [4.09, 0.16, 3.76], [4.85, 0.64, 4.08], [3.38, 0.80, 3.79], [2.74, 2.45, 3.67], [3.02, 3.31, 3.36], [2.14, 2.13, 2.99], [1.93, 4.76, 0.71], [2.61, 4.79, 1.38], [1.85, 3.83, 0.49], [-2.51, -3.95, 1.74], [-3.12, -4.65, 1.52], [-2.80, -3.65, 2.60], [2.55, 2.13, 0.87], [2.00, 1.37, 0.68], [3.34, 1.76, 1.26], [-3.45, 0.90, 0.64], [-3.13, 1.06, -0.25], [-4.32, 1.31, 0.66], [-0.72, 2.97, -0.05], [-0.44, 2.08, -0.26], [-1.16, 2.89, 0.80], [-0.06, -2.51, 1.61], [-0.83, -3.01, 1.36], [-0.06, -2.53, 2.57], [0.40, 0.67, 2.48], [-0.52, 0.82, 2.69], [0.49, -0.29, 2.47], [4.64, 3.51, -0.34], [4.02, 3.27, 0.34], [5.17, 2.72, -0.47], [-1.11, -3.46, -3.38], [-1.51, -4.07, -2.75], [-1.72, -2.73, -3.42], [1.97, -1.08, 0.70], [1.98, -1.15, -0.26], [1.49, -1.85, 0.99], [2.68, -2.03, 4.28], [3.23, -1.25, 4.17], [1.83, -1.69, 4.54], [-5.61, -3.58, 0.11], [-5.64, -3.89, -0.79], [-4.67, -3.58, 0.33], [-3.12, -1.61, -2.39], [-3.19, -0.65, -2.38], [-3.93, -1.91, -2.80], [-1.41, 2.20, -3.76], [-1.45, 3.15, -3.82], [-0.48, 2.00, -3.66], [-2.38, 0.17, 2.85], [-2.66, 0.49, 1.99], [-3.15, -0.27, 3.20], [-3.51, 1.52, -2.14], [-2.87, 1.73, -2.82], [-3.96, 2.35, -1.98], [-0.37, 0.05, -0.32], [0.33, -0.02, 0.33], [-0.90, -0.74, -0.17]]
}

{
  "formula": "H4O2",
  "method": "the ωB97M-V functional and the def2-TZVPD basis",
  "smiles": "O.O",
  "total_charge": 0,
  "e_above_lowest_kcal_mol": 4.7,
  "elements": ["O", "H", "H", "O", "H", "H"],
  "positions_angstrom": [[-1.37, -0.12, -0.31], [-1.70, 0.16, -1.16], [-0.35, 0.11, -0.24], [1.29, 0.05, 0.28], [1.66, 0.88, 0.60], [1.03, -0.54, 1.03]]
}